Entry from OMol25: C5H8BrP in the gas phase (ωB97M-V/def2-TZVPD).

E in eV: -84640.53695
M in g/mol: 179.0
2S+1: 3
E_LUMO (spin up / spin down) in eV: 0.941 / -2.337

XYZ file:
```
15
Properties=species:S:1:pos:R:3:forces:R:3:mulliken_charge:R:1
C -0.057835 -1.174518 0.985551 -3.2 -6.1 -2.2 -0.718
C 0.656581 -0.072017 1.303849 4.5 7.3 2.5 0.336
C 1.178448 0.942003 0.249991 -1.5 -4.9 1.5 -0.817
C 0.954774 0.207350 -1.004359 0.3 -3.4 -0.2 -0.792
C -1.848601 -0.284192 -0.852853 -0.8 0.3 1.2 -0.869
P -0.257586 -1.239581 -0.842305 0.3 0.0 1.1 -0.015
Br 1.203117 0.244102 3.097885 -0.1 -0.3 -0.6 -0.175
H -0.461209 -1.808479 1.787780 0.0 0.2 -0.9 0.477
H 0.623588 1.777658 0.327644 -2.0 3.1 0.0 0.330
H 2.147398 1.168384 0.427001 3.2 0.8 0.6 0.479
H 0.552105 0.765940 -1.724472 -1.7 2.5 -3.0 0.474
H 1.752725 -0.304301 -1.533245 0.9 0.3 0.6 0.407
H -1.875226 -0.015267 0.222480 -0.7 0.1 -0.5 0.270
H -2.758062 -0.894919 -1.079815 0.9 0.6 0.0 0.315
H -1.810217 0.687836 -1.365133 -0.1 -0.5 -0.4 0.298
```
Forces are in eV/Å.



Entry from OMol25: a molecular structure, C22H24ClFeN6O4 (ωB97M-V/def2-TZVPD).

E in eV: -87229.52513
Charge: +2
M in g/mol: 527.8
2S+1: 2
Energy above the lowest of the compared OMol25 structures with the same formula, charge and spin in kJ/mol: 64.9
E_LUMO (spin up / spin down) in eV: -6.223 / -10.058

XYZ file:
```
58
Properties=species:S:1:pos:R:3:forces:R:3:mulliken_charge:R:1
Fe 0.594421 -0.269161 -1.238426 -2.5 -0.5 -1.4 0.794
N 0.226756 -2.378987 -0.865894 0.8 0.5 0.4 -0.371
C -0.217320 -3.030451 -2.112340 -0.1 -0.1 0.0 -0.864
C -1.238129 -2.117043 -2.745327 0.0 0.0 -0.2 -0.595
N -0.537076 -0.858775 -2.977448 0.3 0.3 0.8 0.026
C -1.303881 0.266865 -3.503449 0.0 -0.1 -0.2 -0.565
C -0.336374 1.425331 -3.537460 -0.1 0.1 0.0 -0.750
N 0.111928 1.651485 -2.151179 0.9 -0.1 0.6 -0.369
H 1.036683 -2.860897 -0.486980 -0.1 -0.1 0.0 0.273
H -0.506059 -2.443847 -0.166066 0.0 -0.1 0.0 0.200
H -0.620066 -4.029084 -1.941916 0.0 0.0 0.1 0.473
H 0.651208 -3.123188 -2.765646 0.0 0.0 0.0 0.344
H -2.076974 -1.927599 -2.071218 0.0 0.0 0.0 0.244
H -1.640315 -2.554036 -3.663012 0.0 0.0 0.0 0.445
H 0.262694 -1.027793 -3.583824 -0.1 0.0 -0.1 0.387
H -2.138784 0.463320 -2.826976 0.0 0.0 0.0 0.237
H -1.717934 0.071734 -4.496102 0.0 -0.1 0.0 0.445
H -0.786545 2.312651 -3.983166 0.0 0.0 0.1 0.475
H 0.539830 1.157544 -4.129310 0.0 0.0 0.0 0.333
H -0.639433 2.066500 -1.610190 0.0 0.1 0.0 0.182
H 0.883632 2.311439 -2.135128 -0.1 0.1 0.0 0.286
O 6.353972 -0.000211 -1.644118 0.3 0.1 0.2 -0.439
C 6.000600 0.269031 -0.459919 -1.6 -0.4 -0.9 0.801
O 6.866161 0.576561 0.409432 0.7 0.2 0.4 -0.203
C 4.601312 0.236257 -0.039561 0.6 0.2 0.4 -0.558
C 4.163558 0.495554 1.251562 0.0 -0.2 0.1 0.878
Cl 5.207732 0.823137 2.533958 -0.1 0.0 0.1 -0.115
N 2.826355 0.355158 1.276108 0.0 0.2 0.0 0.075
N 2.379795 0.033499 0.024836 -0.2 0.2 0.1 -0.845
C 3.436016 -0.045544 -0.756085 -0.2 -0.2 -0.3 0.133
C 3.232814 -0.423697 -2.190012 -0.8 0.0 -0.1 1.208
O 4.199335 -0.550221 -2.941010 0.9 0.2 0.3 -0.868
O 2.011913 -0.584892 -2.503617 1.0 0.0 0.1 -0.488
C 1.890592 0.469188 2.370619 -0.2 -0.1 0.1 0.818
C 0.668957 -0.171745 2.233765 0.0 -0.3 0.0 0.090
C -0.260402 -0.114048 3.257721 -0.1 0.0 0.0 -0.742
C 0.015991 0.589573 4.420445 0.1 0.0 -0.1 -0.674
C 1.239684 1.229355 4.549266 -0.1 0.0 0.0 -0.902
C 2.180908 1.171743 3.533656 0.2 0.2 -0.2 -0.614
H 5.535557 -0.243941 -2.254846 -0.5 -0.1 -0.2 0.380
H 0.454432 -0.746110 1.345543 0.0 0.0 0.1 0.451
H -1.204400 -0.636591 3.155394 0.0 0.0 0.0 0.464
H -0.712970 0.633930 5.217463 0.0 0.0 0.0 0.443
H 1.472731 1.784045 5.447535 0.0 0.0 0.0 0.407
H 3.111258 1.696930 3.670231 0.0 0.1 -0.1 0.332
N -1.270188 0.049204 -0.246378 0.7 0.0 0.2 0.130
C -2.235162 0.234081 0.351096 -0.2 0.0 -0.2 0.516
C -3.456545 0.452823 1.062419 0.1 0.0 0.1 0.092
C -4.128665 -0.634441 1.625979 0.0 0.0 0.0 -0.282
C -5.279646 -0.407051 2.356491 0.0 0.0 0.0 -0.767
C -5.752823 0.889647 2.522351 0.0 0.0 0.0 -0.358
C -5.084686 1.967125 1.953886 0.0 0.0 0.0 -0.734
C -3.930756 1.756682 1.221564 0.0 0.0 0.0 -0.449
H -3.753529 -1.640125 1.487807 0.0 0.0 0.0 0.473
H -5.811004 -1.241062 2.793408 0.0 0.0 0.0 0.419
H -6.651859 1.060947 3.098972 0.0 0.0 0.0 0.425
H -5.464685 2.971425 2.079118 0.0 0.0 0.0 0.427
H -3.400613 2.587780 0.775975 0.0 0.0 0.0 0.447
```
Forces are in eV/Å.



Entry from OMol25: 12 unconnected molecules or ions with the total composition C34H92O12 (ωB97M-V/def2-TZVPD).

E in eV: -61313.09423
M in g/mol: 693.1
Structure (SMILES): CC(C)O.CC(C)O.CC(C)O.CC(C)O.CC(C)O.CC(C)O.CC(C)O.CC(C)O.CC(C)O.CC(C)O.CC(C)O.CO
Energy above the lowest of the compared OMol25 structures with the same formula, charge and spin in kJ/mol: 768.1
E_LUMO in eV: 0.187

XYZ file:
```
138
Properties=species:S:1:pos:R:3:forces:R:3:mulliken_charge:R:1
C 6.554900 -10.247480 20.787910 -0.3 0.4 -0.6 -0.415
O 7.034780 -11.546000 20.855880 0.9 -1.4 0.6 -0.515
H 6.520840 -9.916850 21.826000 -0.4 0.2 -0.2 0.159
H 7.173500 -9.553110 20.219330 0.5 0.0 0.0 0.233
H 5.598030 -10.226670 20.266300 -0.5 0.2 0.5 0.253
H 7.102070 -12.037110 20.033760 -0.2 0.5 -0.2 0.285
C 9.901690 -5.162680 22.018100 -1.6 -1.2 1.5 -1.234
C 11.154250 -4.473000 22.318970 1.6 -1.5 1.3 0.263
C 12.431970 -5.383520 22.391300 -0.4 1.4 0.8 -1.182
O 11.324110 -3.622790 21.272300 1.0 1.9 -1.9 -0.542
H 9.948530 -5.857260 21.179380 0.1 0.3 -0.3 0.372
H 9.176040 -4.358010 21.899640 -0.4 -0.4 -0.4 0.338
H 9.598130 -5.768000 22.872240 -0.3 -0.1 0.1 0.320
H 11.044170 -3.863000 23.215570 0.1 -0.1 0.2 0.336
H 12.464150 -6.116760 23.197160 -0.4 -0.4 -0.4 0.341
H 13.246730 -4.710740 22.658950 0.2 0.1 -0.3 0.320
H 12.641950 -5.755470 21.388480 -0.1 -0.5 0.2 0.289
H 11.284450 -4.232450 20.531800 0.1 0.5 -0.7 0.380
C 9.977460 -9.988880 24.838890 2.3 0.6 -0.3 -1.228
C 10.234430 -11.303060 25.546070 0.0 -1.0 0.8 0.514
C 10.843640 -12.370480 24.634010 -0.4 0.7 -0.4 -1.356
O 11.053830 -11.218170 26.749110 -1.0 0.3 -0.5 -0.554
H 10.623440 -10.047600 23.962900 -0.8 0.1 -0.9 0.388
H 10.572250 -9.212970 25.320850 -0.6 0.3 0.7 0.319
H 8.963420 -9.642970 24.638460 0.2 -0.4 0.0 0.271
H 9.256310 -11.677470 25.848060 0.2 -0.2 0.5 0.248
H 11.843160 -12.111720 24.284560 0.3 0.1 0.4 0.390
H 10.268110 -12.331030 23.709180 -0.3 -0.6 0.0 0.355
H 10.856700 -13.350140 25.111720 -0.1 0.1 -0.2 0.319
H 11.933940 -10.949640 26.475450 0.1 0.0 -0.1 0.333
C 7.159670 -7.271010 30.118240 1.2 1.4 -1.1 -1.400
C 6.695150 -6.747410 28.699740 -1.8 -3.8 1.9 0.549
C 5.883960 -7.986580 28.210590 0.2 -0.7 -0.7 -1.281
O 5.755780 -5.773340 28.922380 -1.4 2.2 -0.7 -0.466
H 7.809380 -8.145380 30.080160 0.0 0.1 -0.1 0.392
H 6.315890 -7.477920 30.776510 -0.2 0.0 -0.4 0.385
H 7.713960 -6.433250 30.541350 0.3 -0.1 0.5 0.358
H 7.408000 -6.457820 27.927670 0.5 0.1 0.5 0.225
H 6.486130 -8.891610 28.290720 0.4 0.0 -0.3 0.351
H 5.481170 -7.980850 27.197760 0.2 0.5 -0.2 0.293
H 5.018300 -8.242060 28.821710 0.0 0.6 0.4 0.340
H 5.717590 -5.372330 29.793770 0.5 -0.2 0.1 0.254
C 3.882920 -5.616900 23.988750 -0.3 0.4 0.3 -1.221
C 3.770690 -4.182180 24.557830 -0.3 0.9 0.0 0.524
C 2.482580 -3.949950 25.392640 0.5 -0.4 -1.4 -1.345
O 4.933640 -3.793440 25.284390 0.0 -0.5 0.4 -0.503
H 3.354180 -6.311570 24.641420 0.2 -0.1 0.3 0.245
H 4.933190 -5.900030 23.918920 -0.1 0.0 -0.1 0.337
H 3.402370 -5.763240 23.021400 0.1 0.4 -0.1 0.337
H 3.800600 -3.394770 23.804710 -0.4 -0.4 -0.7 0.293
H 2.381090 -2.909170 25.700170 0.4 -0.2 0.5 0.321
H 2.445720 -4.712030 26.171080 -0.2 0.4 0.4 0.368
H 1.643900 -4.094080 24.711500 -0.2 -0.3 0.0 0.380
H 4.872820 -4.220900 26.141810 0.3 -0.1 0.4 0.257
C 5.330870 -3.636740 18.818630 -1.3 -1.0 -0.1 -1.143
C 5.071870 -4.313550 17.493220 2.2 1.3 -2.7 0.369
C 5.533190 -3.444950 16.257890 -1.4 1.0 0.5 -1.275
O 5.953920 -5.425890 17.324730 -0.3 -1.2 0.9 -0.549
H 4.517590 -2.955570 19.069010 0.3 0.7 -0.4 0.359
H 6.332830 -3.208200 18.841640 -0.2 -0.1 0.4 0.326
H 5.098600 -4.445630 19.511340 1.0 0.0 0.6 0.233
H 4.034710 -4.615660 17.347840 -0.1 0.1 0.2 0.355
H 5.226910 -3.880190 15.306650 -0.3 -0.1 0.1 0.309
H 6.582880 -3.189980 16.112130 0.3 -0.7 0.8 0.359
H 5.079050 -2.460690 16.372270 -0.4 0.2 -0.4 0.345
H 5.423880 -6.175170 17.043250 0.2 -0.2 0.0 0.311
C 7.644260 -0.223780 22.840050 -1.0 0.1 -0.7 -1.204
C 6.994980 0.834360 23.739560 -1.4 -1.8 1.5 0.499
C 5.546030 1.313110 23.391780 1.2 0.1 -1.2 -1.140
O 6.859840 0.265010 25.104570 0.9 1.2 -0.3 -0.537
H 7.041130 -1.130490 22.793260 0.0 -0.3 0.5 0.256
H 8.672910 -0.445750 23.124120 -0.2 0.0 0.2 0.329
H 7.628500 0.054200 21.786210 0.3 0.5 -0.1 0.363
H 7.736140 1.631130 23.802300 -0.5 0.4 0.4 0.224
H 5.588380 1.736940 22.388450 -0.1 0.3 -0.2 0.344
H 5.133820 2.076680 24.051450 0.4 -0.1 0.2 0.330
H 4.798020 0.524790 23.307310 0.3 -0.4 0.3 0.232
H 6.566470 -0.648890 25.122100 0.0 -0.1 -0.6 0.308
C 0.721530 -9.474170 26.402500 -0.3 -0.4 -0.3 -1.198
C -0.076250 -10.691560 26.964730 1.2 1.1 0.9 0.585
C 0.791110 -11.726640 27.620500 1.2 -0.9 0.8 -1.436
O -1.011460 -10.208130 27.913750 -1.6 0.0 -0.6 -0.560
H 0.905150 -8.693820 27.141050 0.4 -0.6 0.6 0.304
H 0.198990 -8.869190 25.661520 -0.4 -0.6 -0.4 0.344
H 1.645620 -9.839170 25.954260 0.2 0.3 0.0 0.332
H -0.545570 -11.269360 26.168490 -0.8 0.6 0.0 0.197
H 1.590830 -11.385720 28.278010 0.3 0.8 -0.3 0.331
H 1.271500 -12.387640 26.899100 0.0 0.0 -0.1 0.385
H 0.263500 -12.356600 28.336660 -0.7 -0.2 -0.5 0.395
H -0.684590 -10.062440 28.804550 0.6 -0.2 -0.3 0.319
C -1.299220 -3.798200 19.957800 0.1 -0.5 -0.4 -1.325
C -2.759280 -3.299500 19.719010 1.7 -2.6 1.8 0.460
C -3.535950 -3.251790 21.019560 0.0 -0.2 0.3 -1.238
O -2.688410 -2.112430 19.057680 -0.7 1.4 -1.5 -0.526
H -1.140820 -4.844140 20.220520 -0.9 -0.2 0.9 0.400
H -0.753610 -3.181410 20.671930 0.0 0.1 -0.2 0.313
H -0.765540 -3.905500 19.013470 0.1 1.1 -0.3 0.333
H -3.185600 -4.099120 19.113240 -0.4 0.1 -0.3 0.258
H -3.306150 -2.414680 21.678760 0.5 0.1 -0.2 0.343
H -3.247160 -4.177560 21.517200 -0.4 0.0 0.4 0.306
H -4.618090 -3.197220 20.900800 0.0 -0.2 -0.3 0.316
H -3.213850 -2.295650 18.275410 0.1 0.9 -0.3 0.360
C -2.020380 3.483200 26.989310 0.3 0.3 -0.1 -1.321
C -1.021270 2.539040 27.656980 0.3 1.5 -1.3 0.691
C 0.016750 2.028090 26.667540 -1.2 -0.3 -0.7 -1.494
O -0.251610 3.384670 28.494150 -0.1 0.2 1.7 -0.567
H -2.626690 4.004640 27.729970 -0.3 -0.4 0.1 0.334
H -2.627030 3.005280 26.220110 -0.1 0.0 0.1 0.365
H -1.456150 4.302120 26.543090 0.1 -0.1 -0.3 0.295
H -1.607460 1.801350 28.204960 0.6 -0.4 0.2 0.228
H -0.436520 1.763020 25.712360 -0.1 -0.9 0.1 0.367
H 0.604250 1.237110 27.133720 0.2 0.0 -0.4 0.327
H 0.594610 2.885100 26.321540 0.4 0.1 0.5 0.448
H 0.675800 3.296600 28.262300 -0.1 -0.1 0.1 0.330
C 5.028380 -0.747700 32.615910 -0.1 2.6 1.6 -1.277
C 3.999590 -1.562320 31.956010 -0.1 0.6 1.1 0.587
C 3.629030 -0.932510 30.647270 -0.6 -0.6 -1.0 -1.308
O 4.514820 -2.833020 31.912690 0.6 -3.0 -1.6 -0.526
H 5.498050 -1.173390 33.502650 0.3 -0.5 -0.3 0.373
H 4.475910 0.071920 33.075360 0.1 0.7 -0.1 0.374
H 5.732570 -0.297430 31.916290 0.2 -0.4 0.2 0.291
H 3.132600 -1.681900 32.605720 -0.6 0.8 -0.1 0.213
H 4.419100 -0.393300 30.124630 0.3 -0.1 0.3 0.321
H 2.813700 -0.223010 30.788480 -0.1 -0.1 0.0 0.348
H 3.316140 -1.721900 29.963860 -0.3 0.1 -0.1 0.302
H 4.518820 -3.157880 32.816050 0.1 -0.1 -0.1 0.306
C -1.878010 -4.595720 29.170760 0.7 0.5 0.9 -1.194
C -3.222950 -4.167150 28.729330 -2.8 -1.9 -1.1 0.606
C -4.281260 -5.284540 29.014030 0.4 -1.3 -0.1 -1.411
O -3.713680 -3.127640 29.475330 0.2 2.6 2.0 -0.554
H -1.125600 -3.869350 28.863560 0.2 -0.2 -0.2 0.295
H -1.612100 -5.620700 28.912270 0.0 0.2 -0.3 0.309
H -1.912760 -4.524270 30.257860 0.2 -0.2 0.2 0.329
H -3.255190 -3.772500 27.713790 0.3 -0.8 -0.6 0.199
H -4.123190 -6.253370 28.540240 0.3 0.1 -0.4 0.340
H -5.342550 -5.084290 28.866820 0.1 0.8 -0.6 0.390
H -4.281010 -5.539400 30.073810 0.5 0.3 0.3 0.379
H -4.671610 -3.116220 29.413280 0.1 0.1 0.0 0.310
```
Forces are in eV/Å.



Listing max |F| for the structures above in their given order: 0.175 0.056 0.089 hartree/bohr.